Record 1
2 unconnected molecules or ions with the total composition C3H6N2O in a non-equilibrium geometry, computed with ωB97M-V/def2-TZVPD.

```
12
Properties=species:S:1:pos:R:3:forces:R:3
C 2.064 -2.065 0.539 -0.3 0.2 1.5
C -0.130 -0.145 0.260 1.6 -2.0 1.6
C -1.734 1.643 -0.569 4.1 1.5 1.9
N 2.304 -1.163 -0.264 0.2 -0.2 -0.4
N -0.478 0.826 -0.486 -1.0 2.4 -1.6
O -0.414 -0.907 1.159 -1.4 1.3 -0.8
H 2.843 -2.749 0.811 0.8 -0.9 -0.2
H 1.195 -2.134 1.252 0.5 0.2 -1.1
H -1.395 2.688 -0.791 -0.8 -1.0 0.2
H -2.340 1.210 -1.220 -2.7 -1.4 -3.3
H -2.148 1.524 0.371 -1.2 0.5 2.0
H 0.232 1.270 -1.061 0.2 -0.8 0.2
```
Forces are in eV/Å.

Energy above the lowest of the compared OMol25 structures with the same formula, charge and spin   2.6 kcal/mol
Max |F|   4.8 eV/A
LUMO energy (spin up / spin down)   0.8 / -0.3 eV
Multiplicity   3
Calculated total energy   -302.48585 hartree
Total charge   0
Expectation value of S²   2.0150
Kohn-Sham gap (spin up / spin down)   7.32 / 10.24 eV

---

Record 2
A single C3H6N2O2 molecule in a non-equilibrium geometry, computed with ωB97M-V/def2-TZVPD.

```
13
Properties=species:S:1:pos:R:3:forces:R:3
C -1.077 1.243 0.326 0.2 0.0 0.3
N -0.477 0.032 -0.190 0.9 0.0 -1.6
C 0.284 -0.833 0.612 0.9 0.0 -0.1
O -0.133 -1.497 1.700 0.0 0.4 0.0
C 1.442 -0.699 -0.062 -0.5 -0.9 0.5
N 0.906 0.304 -0.932 -1.7 0.9 1.1
O 0.804 0.005 -2.270 0.1 -0.3 -0.4
H -1.319 1.882 -0.522 0.0 0.0 0.0
H -2.007 0.988 0.839 0.0 0.1 0.0
H -0.410 1.786 1.006 -0.1 0.0 0.0
H -1.024 -1.202 1.925 0.0 -0.1 0.0
H 2.442 -1.075 -0.044 0.2 -0.2 -0.1
H 0.568 -0.934 -2.387 0.0 0.1 0.3
```
Forces are in eV/Å.

Energy above the lowest of the compared OMol25 structures with the same formula, charge and spin   132.0 kcal/mol
Max |F|   2.3 eV/A
LUMO energy   0.6 eV
Calculated total energy   -377.74902 hartree
Total charge   0
Kohn-Sham gap   8.89 eV

---

Record 3
A single C3H6N2O2 molecule in a non-equilibrium geometry, computed with ωB97M-V/def2-TZVPD.

```
13
Properties=species:S:1:pos:R:3:forces:R:3
C 0.801 1.613 0.342 0.1 0.0 -0.3
N 0.281 0.264 0.276 0.5 0.0 -0.9
C 1.077 -0.807 -0.010 0.2 0.3 0.0
O 2.175 -0.709 -0.512 0.2 -0.1 0.1
N -1.040 0.134 0.600 -0.5 -1.2 1.3
C -1.728 -0.793 0.055 -0.7 1.3 -0.1
O -1.585 -1.465 -1.096 0.7 -0.5 0.0
H 0.504 2.054 1.292 0.0 0.0 0.0
H 1.883 1.553 0.242 -0.1 0.1 0.1
H 0.397 2.217 -0.472 0.1 0.0 0.0
H 0.657 -1.783 0.295 -0.2 0.2 -0.1
H -2.705 -0.956 0.493 -0.1 0.0 -0.2
H -0.717 -1.321 -1.506 -0.2 0.1 0.1
```
Forces are in eV/Å.

Energy above the lowest of the compared OMol25 structures with the same formula, charge and spin   64.6 kcal/mol
Max |F|   1.8 eV/A
LUMO energy   0.7 eV
Calculated total energy   -377.85643 hartree
Total charge   0
Kohn-Sham gap   9.55 eV

---

Record 4
A single C3H6N2O2 molecule in a non-equilibrium geometry, computed with ωB97M-V/def2-TZVPD.

```
13
Properties=species:S:1:pos:R:3:forces:R:3
N 1.695 -1.018 0.213 0.1 -0.2 -0.1
C 0.730 -0.066 -0.097 0.2 0.8 0.2
C 0.641 1.281 -0.107 0.6 -1.1 -0.3
N -0.749 1.417 0.098 -0.8 -1.2 0.4
C -0.764 -0.231 -0.011 -0.1 2.2 0.0
O -1.379 -0.670 -1.147 -0.1 -0.3 -0.1
O -1.321 -0.851 1.075 0.0 0.0 0.1
H 1.603 -1.876 -0.314 0.1 0.1 0.0
H 2.641 -0.663 0.178 -0.1 -0.1 0.0
H 1.347 2.088 -0.206 0.1 0.1 0.1
H -1.243 1.949 -0.618 0.0 -0.4 -0.2
H -2.304 -0.852 -0.935 0.1 0.0 0.0
H -0.896 -0.507 1.871 0.0 0.0 0.0
```
Forces are in eV/Å.

Energy above the lowest of the compared OMol25 structures with the same formula, charge and spin   72.2 kcal/mol
Max |F|   2.2 eV/A
LUMO energy   0.9 eV
Calculated total energy   -377.84432 hartree
Total charge   0
Kohn-Sham gap   8.30 eV

---

Record 5
A single C3H6N2O2 molecule in a non-equilibrium geometry, computed with ωB97M-V/def2-TZVPD.

```
13
Properties=species:S:1:pos:R:3:forces:R:3
C -0.761 1.371 -0.060 0.2 -0.2 -0.4
C -0.029 0.051 0.034 -0.7 -0.4 -2.1
N -0.256 -0.789 -1.172 -0.9 1.4 0.2
O -0.022 -2.146 -0.943 3.9 -0.4 2.7
N 1.409 -0.141 0.325 -1.2 0.1 1.9
C 0.406 -0.379 1.355 1.9 -0.7 -1.1
O 0.335 -0.774 2.464 -0.3 0.2 0.3
H -1.829 1.152 -0.063 0.0 0.0 0.1
H -0.543 2.035 0.774 0.1 0.0 0.0
H -0.535 1.864 -1.006 0.1 0.1 0.0
H -1.199 -0.762 -1.573 0.2 0.1 0.7
H 0.925 -2.070 -0.369 -3.4 -0.5 -2.5
H 2.099 0.587 0.234 0.2 0.3 0.2
```
Forces are in eV/Å.

Energy above the lowest of the compared OMol25 structures with the same formula, charge and spin   120.5 kcal/mol
Max |F|   4.8 eV/A
LUMO energy   0.8 eV
Calculated total energy   -377.76733 hartree
Total charge   0
Kohn-Sham gap   9.53 eV

---

Record 6
A single C3H6N2O2 molecule, computed with ωB97M-V/def2-TZVPD.

```
13
Properties=species:S:1:pos:R:3:forces:R:3
H -3.231 1.525 -0.370 0.0 -0.1 0.0
N -2.379 1.096 -0.018 0.1 -0.1 -0.2
C -1.813 0.441 -0.937 -0.1 0.1 0.2
O -0.665 -0.236 -0.765 0.0 -0.1 -0.1
C -0.096 -0.300 0.518 0.2 0.0 0.1
C 1.245 -0.318 0.578 -0.3 0.1 -0.2
N 2.081 -0.023 -0.481 -0.1 0.0 -0.1
O 1.967 -0.570 1.704 -0.2 -0.1 0.1
H -2.170 0.312 -1.968 0.2 0.1 0.3
H -0.776 -0.341 1.362 0.2 0.0 -0.2
H 2.846 -0.675 -0.602 -0.1 0.1 0.0
H 1.571 0.171 -1.330 0.1 -0.1 0.0
H 1.420 -1.083 2.309 0.0 0.1 0.1
```
Forces are in eV/Å.

Energy above the lowest of the compared OMol25 structures with the same formula, charge and spin   56.0 kcal/mol
Max |F|   0.3 eV/A
LUMO energy   0.8 eV
Calculated total energy   -377.87016 hartree
Total charge   0
Kohn-Sham gap   8.79 eV

---

Record 7
A molecular structure, C3H6N2O2 in a non-equilibrium geometry, computed with ωB97M-V/def2-TZVPD.

```
13
Properties=species:S:1:pos:R:3:forces:R:3
C 1.246 -0.212 0.489 -0.8 0.5 -0.8
C -0.034 -0.746 -0.925 -4.1 -0.3 3.4
C -0.552 1.522 0.289 2.4 1.9 -0.1
N 0.913 -1.413 -0.105 1.0 -1.3 -0.8
N 0.369 0.536 -0.330 -0.4 -0.1 0.4
O 1.915 0.146 1.378 1.7 0.2 1.9
O -1.447 -1.191 -0.483 2.2 0.4 -3.0
H -0.084 -0.785 -1.960 0.2 -0.4 -1.8
H -0.094 1.901 1.279 -0.2 -0.6 -1.7
H -0.613 2.435 -0.425 -0.5 -1.7 1.4
H -1.451 1.065 0.624 -1.2 -0.1 -0.4
H 1.405 -2.313 -0.242 -0.4 1.2 0.2
H -1.573 -0.945 0.412 0.1 0.3 1.5
```
Forces are in eV/Å.

Energy above the lowest of the compared OMol25 structures with the same formula, charge and spin   55.4 kcal/mol
Max |F|   5.3 eV/A
LUMO energy   0.8 eV
Calculated total energy   -377.87108 hartree
Total charge   0
Kohn-Sham gap   10.90 eV

---

Record 8
A single C3H6N2O2 molecule in a non-equilibrium geometry, computed with ωB97M-V/def2-TZVPD.

```
13
Properties=species:S:1:pos:R:3:forces:R:3
H 3.266 0.248 -1.057 0.0 0.0 0.1
N 2.285 0.078 -0.863 0.0 0.1 0.3
C 1.932 0.588 0.236 0.1 -0.1 -0.1
O 0.670 0.497 0.707 0.4 0.0 0.1
C -0.247 -0.166 -0.102 0.5 -2.4 -0.1
C -1.635 0.363 0.211 1.0 0.1 -0.5
N -2.320 -0.702 0.669 0.9 -0.5 -0.3
O -1.919 1.528 -0.002 -0.6 -0.7 0.5
H 2.534 1.142 0.959 0.0 -0.1 -0.2
H 0.004 -0.068 -1.158 0.0 0.0 0.0
H -0.249 -1.414 0.135 1.0 3.0 -0.7
H -3.322 -0.543 0.865 0.9 -1.1 0.0
H -1.526 -1.513 0.569 -4.2 1.6 1.0
```
Forces are in eV/Å.

Energy above the lowest of the compared OMol25 structures with the same formula, charge and spin   68.8 kcal/mol
Max |F|   4.6 eV/A
LUMO energy   0.8 eV
Calculated total energy   -377.84970 hartree
Total charge   0
Kohn-Sham gap   10.56 eV